<a>
Below is a molecular structure, C4H12NS, with properties calculated with ωB97M-V with the def2-TZVPD basis set.

Its spin multiplicity is 1. As for the HOMO-LUMO gap: 8.409 eV. Its charge is +1.

Last column: Löwdin charge in e.
CARTESIAN COORDINATES (ANGSTROEM)
C1 1.50834 0.80351 0.37926  -0.241
C2 0.80251 0.47756 -0.95037  -0.225
C3 0.00080 -0.82647 -0.85891  -0.484
S1 -1.44050 -0.70473 0.26301  0.850
C4 -2.09309 0.96290 0.06145  -0.378
N1 2.41812 -0.26599 0.82082  0.158
H1 0.80754 1.14680 1.13343  0.132
H2 2.03936 1.72532 0.14971  0.156
H3 0.21163 1.31303 -1.28336  0.100
H4 1.53714 0.35914 -1.74320  0.128
H5 -0.36731 -1.08796 -1.83694  0.081
H6 0.64205 -1.62576 -0.47279  0.067
H7 -1.88003 1.58576 0.90735  0.035
H8 -1.67126 1.38450 -0.85560  0.036
H9 -3.13824 0.94232 -0.20460  0.042
H10 2.44787 -1.07879 0.20718  0.141
H11 1.28998 -0.39537 1.07209  0.219
H12 3.36913 0.07565 0.89752  0.182

<b>
Below is 2 unconnected molecules or ions with the total composition C4H12NS, with properties calculated with ωB97M-V with the def2-TZVPD basis set.

Its spin multiplicity is 1. As for the HOMO-LUMO gap: 9.548 eV. Its charge is +1.

Last column: Löwdin charge in e.
CARTESIAN COORDINATES (ANGSTROEM)
C1 0.89664 -0.52068 1.86574  -0.171
C2 0.82593 -1.72899 2.35907  0.081
N1 1.57589 -0.21871 0.59207  0.153
H1 0.55331 0.38751 2.34207  0.124
H2 0.37521 -1.88146 3.32976  0.089
H3 1.20543 -2.60370 1.84856  0.086
H4 2.38590 0.37471 0.78706  0.172
H5 1.91107 -1.02337 0.06209  0.168
H6 0.91239 0.35144 -0.00372  0.045
C3 -0.70746 1.90005 -2.08789  -0.381
S1 -1.02417 1.31282 -0.40733  0.778
C4 -1.64391 -0.34460 -0.78197  -0.394
H7 -1.58565 2.41847 -2.47101  0.045
H8 -0.49577 1.06651 -2.75584  0.044
H9 0.14300 2.57033 -2.10154  0.036
H10 -1.90951 -0.84331 0.14588  0.036
H11 -2.52753 -0.28458 -1.41264  0.049
H12 -0.89077 -0.93243 -1.31035  0.038

Verdict on stability: <a> comes out at the bottom.

<a>
Below is 2 unconnected molecules or ions with the total composition C4H9N, with properties calculated with ωB97M-V with the def2-TZVPD basis set.

Its spin multiplicity is 1. As for the HOMO-LUMO gap: 6.428 eV. Its charge is 0.

Last column: Löwdin charge in e.
CARTESIAN COORDINATES (ANGSTROEM)
C1 2.06343 0.03435 -0.25098  -0.124
N1 1.09283 -0.73907 0.52098  -0.171
C2 -0.10416 -0.06435 0.90841  -0.217
C3 -2.40597 0.36020 -0.24410  0.061
C4 -1.15245 -0.22841 0.02027  -0.351
H1 1.67037 0.36603 -1.21120  0.063
H2 2.38384 0.85807 0.42657  0.076
H3 2.98081 -0.55900 -0.30456  0.073
H4 1.32385 -1.50695 1.13011  0.099
H5 -0.96880 0.91858 -1.56388  0.214
H6 -0.20591 0.49938 1.82756  0.089
H7 -3.11368 -0.19836 -0.79275  0.043
H8 -2.61853 1.31350 0.20211  0.052
H9 -0.94563 -1.05398 -0.66854  0.093

<b>
Below is C4H9N in the gas phase, with properties calculated with ωB97M-V with the def2-TZVPD basis set.

Its spin multiplicity is 1. As for the HOMO-LUMO gap: 10.119 eV. Its charge is 0. As for the SMILES: C=CCCN.

Last column: Löwdin charge in e.
CARTESIAN COORDINATES (ANGSTROEM)
C1 2.10074 0.28629 0.44033  -0.045
C2 1.44785 -0.42623 -0.50314  -0.176
C3 -0.11412 -0.77812 -0.43603  -0.185
C4 -0.91958 0.55883 -0.21683  -0.299
N1 -2.19089 0.38401 0.49814  -0.037
H1 1.64724 0.95264 1.21074  0.059
H2 3.17069 0.05023 0.57647  0.052
H3 2.07748 -0.94205 -1.30135  0.101
H4 -0.21896 -1.21232 0.55281  0.086
H5 -0.34683 -1.48642 -1.29825  0.115
H6 -0.33049 1.12470 0.48783  0.072
H7 -1.16610 1.06205 -1.26190  0.140
H8 -2.61734 -0.52726 0.35583  0.060
H9 -1.96877 0.44570 1.48480  0.056

<c>
Below is C4H9N in the gas phase, with properties calculated with ωB97M-V with the def2-TZVPD basis set.

Its spin multiplicity is 1. As for the HOMO-LUMO gap: 9.274 eV. Its charge is 0. As for the SMILES: C=C(C)NC.

Last column: Löwdin charge in e.
CARTESIAN COORDINATES (ANGSTROEM)
C1 -0.38652 1.44950 -0.63101  0.034
C2 -0.45295 0.17495 -0.22128  -0.446
C3 -1.39457 -0.82066 -0.83106  -0.064
N1 0.29582 -0.33334 0.85875  -0.069
C4 1.74022 -0.25118 0.86210  -0.124
H1 -0.91239 1.82788 -1.48908  0.048
H2 0.18543 2.12076 -0.00281  0.053
H3 -2.07573 -0.51050 -1.61394  0.075
H4 -2.03723 -1.25386 -0.05154  0.083
H5 -0.83603 -1.69674 -1.18552  0.079
H6 0.03798 -1.31838 0.87594  0.099
H7 2.03985 0.79936 0.99660  0.072
H8 2.22387 -0.52884 -0.08049  0.083
H9 2.20163 -0.68086 1.74768  0.076

Verdict on stability: <a> comes out at the bottom.

<a>
Below is a molecular structure, C4H9N, with properties calculated with ωB97M-V with the def2-TZVPD basis set.

Its spin multiplicity is 1. As for the HOMO-LUMO gap: 6.769 eV. Its charge is 0.

Last column: Löwdin charge in e.
CARTESIAN COORDINATES (ANGSTROEM)
C1 -0.56629 0.92067 1.42035  0.061
C2 -1.24430 0.35833 0.35319  -0.628
C3 -2.42716 -0.34345 0.09148  0.181
C4 2.38396 -0.69439 -0.68269  -0.050
N1 -0.82857 0.24008 -0.90911  0.081
H1 0.14530 1.70410 1.22146  0.047
H2 1.36130 -0.69264 -1.03252  -0.019
H3 -1.10165 0.78703 2.35678  0.040
H4 -3.23998 0.12119 -0.44427  0.078
H5 -2.49930 -1.39506 0.35547  0.091
H6 2.85572 0.20765 -1.07040  0.015
H7 2.38694 -0.63228 0.40931  0.016
H8 2.95304 -1.58411 -0.93195  0.013
H9 -0.17900 1.00286 -1.13710  0.075

<b>
Below is 2 unconnected molecules or ions with the total composition C4H9N, with properties calculated with ωB97M-V with the def2-TZVPD basis set.

Its spin multiplicity is 1. As for the HOMO-LUMO gap: 3.732 eV. Its charge is 0.

Last column: Löwdin charge in e.
CARTESIAN COORDINATES (ANGSTROEM)
N1 2.35941 0.24184 0.58006  -0.058
C1 1.73090 -0.74403 -0.25922  -0.261
C2 -0.93039 1.31080 0.28469  -0.058
C3 -1.37748 -0.13806 -0.07584  -0.276
C4 -2.33926 -0.85198 -0.53014  0.128
H1 2.28503 -0.76921 -1.20663  0.100
H2 3.04464 -0.18672 1.21226  -0.002
H3 1.46727 -1.71429 0.21376  0.094
H4 0.89846 -0.02673 -0.25949  0.009
H5 -1.73702 1.96401 0.00777  0.066
H6 -0.05351 1.52765 -0.32780  0.069
H7 -0.65034 1.41122 1.33619  0.085
H8 -0.40678 -0.70460 0.00762  0.065
H9 -3.15286 -0.54004 -1.17378  0.039

<c>
Below is 2 unconnected molecules or ions with the total composition C4H9N, with properties calculated with ωB97M-V with the def2-TZVPD basis set.

Its spin multiplicity is 1. As for the HOMO-LUMO gap: 9.539 eV. Its charge is 0. As for the SMILES: CN1C=C1.C.

Last column: Löwdin charge in e.
CARTESIAN COORDINATES (ANGSTROEM)
C1 -0.83220 -0.63604 1.77438  -0.136
N1 -0.09763 0.23477 0.84835  -0.159
C2 1.24885 -0.29968 0.48832  -0.057
C3 1.24227 0.63734 1.35437  -0.042
H1 -0.16466 -1.22184 2.42536  0.072
H2 -1.48912 -0.01965 2.39775  0.073
H3 -1.45494 -1.32555 1.19356  0.074
H4 1.67639 -1.04440 -0.16140  0.101
H5 1.66407 1.34653 2.04558  0.098
C4 -0.35553 0.46735 -2.46909  -0.054
H6 0.31369 1.17187 -2.96931  0.016
H7 -0.01182 -0.55250 -2.66931  0.015
H8 -1.36706 0.57995 -2.86679  0.015
H9 -0.37230 0.66185 -1.39179  -0.015

Verdict on stability: <b> comes out at the bottom.

<a>
Below is 2 unconnected molecules or ions with the total composition C4H9N, with properties calculated with ωB97M-V with the def2-TZVPD basis set.

Its spin multiplicity is 1. As for the HOMO-LUMO gap: 9.281 eV. Its charge is 0. As for the SMILES: C=CN.C=C.

Last column: Löwdin charge in e.
CARTESIAN COORDINATES (ANGSTROEM)
C1 0.47282 -1.68554 -0.17067  -0.061
C2 1.41185 -0.78814 -0.47961  -0.314
N1 1.25640 0.45160 -1.03199  0.058
H1 -0.53212 -1.62701 -0.58582  0.041
H2 0.70141 -2.70636 0.11135  0.037
H3 2.44229 -1.12351 -0.47747  0.103
H4 2.07515 1.02885 -1.06829  0.082
H5 0.37220 0.92819 -1.00835  0.061
C3 -1.91740 1.00329 0.30070  -0.091
C4 -1.21069 0.87557 1.41369  -0.074
H6 -1.95858 0.14283 -0.35783  0.034
H7 -2.39089 1.92362 -0.01101  0.047
H8 -0.62641 -0.02274 1.59132  0.031
H9 -1.25416 1.55213 2.25877  0.047

<b>
Below is C4H9N in the gas phase, with properties calculated with ωB97M-V with the def2-TZVPD basis set.

Its spin multiplicity is 1. As for the HOMO-LUMO gap: 9.942 eV. Its charge is 0. As for the SMILES: C=C(C)CN.

Last column: Löwdin charge in e.
CARTESIAN COORDINATES (ANGSTROEM)
C1 0.73301 -0.67298 1.26905  0.044
C2 0.01297 -0.53387 0.09816  -0.400
C3 -1.14529 -1.32930 -0.14817  -0.115
C4 0.06372 0.77145 -0.69840  -0.256
N1 1.09747 1.77547 -0.32630  -0.010
H1 1.71944 -0.13687 1.52262  0.082
H2 0.52928 -1.48204 1.91177  0.024
H3 -1.24003 -1.60745 -1.20368  0.088
H4 -1.01692 -2.27438 0.44591  0.098
H5 -2.06497 -0.85602 0.19584  0.089
H6 0.28532 0.47393 -1.72600  0.113
H7 -0.96008 1.14275 -0.53290  0.115
H8 1.14807 2.36968 -1.22019  0.098
H9 0.83800 2.35963 0.41230  0.031

Verdict on stability: <a> comes out at the bottom.